Record 1
Molecular formula: C42H47F3N4O3S
Method: DFT, ωB97M-V with the def2-TZVPD basis set

```
100
Properties=species:S:1:pos:R:3:mulliken_charge:R:1
H -2.4445 0.3286 1.1868 -0.488
S 3.1586 4.1284 1.7392 1.617
C 4.5619 7.3961 4.7522 0.817
H 1.6028 -1.2664 3.1009 0.433
C -5.4133 0.9908 -0.3249 -0.271
H 1.6494 -6.7660 0.2366 0.353
H 0.4503 -3.0225 -3.8261 0.290
C -0.0794 -3.9664 -3.9976 -1.402
C -4.1762 -0.2338 2.3002 -1.561
H 3.7852 1.6480 0.1038 0.419
F 6.3369 -0.3668 -2.1822 -0.284
H 0.0396 -1.6229 1.3180 -0.439
C -5.3734 0.1488 -2.5856 -0.397
H -0.6906 -3.8552 -4.9029 0.424
H 4.3345 -1.7885 -2.4492 0.473
H 1.6970 -4.9334 1.9075 0.406
H -5.9318 1.4706 0.5067 0.368
C -1.7981 -5.5605 -3.0985 -1.680
C -0.5145 -3.0718 2.8003 -1.529
C 1.4815 -0.6321 -0.9663 1.242
C 3.6997 5.4012 2.9779 0.175
H 0.5826 -6.4176 -1.9772 0.337
C 0.4688 -2.5241 1.7684 1.621
H -2.7526 2.7107 1.1483 0.199
F 6.2827 -0.0965 0.0009 -0.268
H 0.6694 -4.7551 -4.1645 0.330
C 2.3549 -1.4969 -1.6836 0.057
H 4.5219 6.6704 1.4223 0.429
H 1.3793 1.1939 0.1997 0.491
H -1.6504 -3.5032 -2.6045 -0.889
C -4.1216 -0.4246 -2.3731 0.904
C -3.5063 -1.2745 -3.4885 1.182
C -3.4831 0.6644 1.2728 1.522
N -2.1349 -0.6634 -0.9581 1.508
H -2.7541 0.3795 -4.6648 0.383
C 2.0296 0.5105 -0.3425 -0.546
C 0.5730 -5.6209 -1.2327 -0.415
N -0.5203 -2.0944 -0.9846 2.342
N 1.4056 3.1616 1.4329 -0.707
H 5.2703 8.4165 2.9990 0.365
H -1.8356 2.0262 -0.8830 0.361
H 1.9532 -2.3980 -2.1539 0.255
O 3.9888 2.9656 1.9891 -0.532
O 3.2554 4.8094 0.4656 -0.596
C 1.7764 -2.1285 2.4438 -1.700
H -5.2407 0.0160 2.3987 0.279
H -1.4870 -3.2554 2.3301 0.378
H -3.6739 -3.2314 -4.3851 0.319
C -0.9521 0.1036 -0.8983 1.543
C 3.6954 -1.1753 -1.8165 -1.517
C 0.6434 -3.5405 0.6361 0.029
H 5.9875 8.7767 5.6326 0.320
C 3.6206 5.1820 4.3547 -0.452
C -0.8979 1.4889 -0.8518 -3.189
C -4.2482 -2.5922 -3.7009 -1.465
C 4.9139 8.5472 5.6613 -1.331
C -3.4640 2.1190 1.7377 -1.268
F 5.8866 1.6120 -1.3343 -0.263
C 1.2125 -5.7981 -0.0080 -1.453
C -4.1190 0.5142 -0.1109 0.689
H 3.2256 4.2463 4.7453 0.420
C 1.2395 -4.7702 0.9287 -0.317
H -2.4266 -5.8210 -2.2392 0.398
H -3.1587 2.1746 2.7903 0.445
H 2.5397 -1.8416 1.7135 0.303
H -4.3720 -3.1356 -2.7562 0.335
H -1.1690 -6.4253 -3.3420 0.397
C -0.9473 -4.3222 -2.7974 2.206
C 5.6731 0.2686 -1.1760 0.969
C -3.3820 -0.5077 -4.8003 -1.567
H 3.9196 6.0674 6.3134 0.302
H 0.0493 1.9264 -1.1386 1.036
H -3.6940 -0.1276 3.2784 0.446
C -6.0178 0.8556 -1.5707 -1.582
C 4.2023 -0.0620 -1.1480 0.394
H -4.3686 -0.1861 -5.1593 0.298
H -2.9178 -1.1504 -5.5575 0.441
H -0.1493 -4.0296 3.2003 0.295
H 4.3920 9.4628 5.3491 0.329
H -5.2410 -2.4138 -4.1370 0.418
H -2.4991 -1.5231 -3.1476 -0.122
H -6.9955 1.3065 -1.7463 0.343
H -4.4547 2.5784 1.6390 0.236
N -1.8739 -1.9838 -1.0532 -1.333
C 3.3861 0.7790 -0.4063 -1.236
C -3.4729 -0.1745 -1.1521 -1.422
C 4.7745 7.5206 3.3771 -0.618
C 4.0250 6.1946 5.2338 -0.816
H -0.6412 -2.3611 3.6255 0.435
H 2.1591 -2.9566 3.0525 0.398
O -0.7336 3.9505 0.6343 -0.545
C 4.3488 6.5300 2.4886 -0.416
C -0.1089 -4.4388 -1.5181 0.187
C 0.3292 3.5413 0.9880 0.967
H 4.6362 8.3362 6.6987 0.352
H -4.0983 -1.2830 1.9923 0.363
C 0.0624 -0.8337 -0.9312 -0.832
C 0.0540 -3.3624 -0.6302 -0.852
H -2.4548 -5.3576 -3.9553 0.409
H -5.8451 0.0245 -3.5602 0.320
```

Charge: 0
E in eV: -75404.230
Orbital gap in eV: 4.1
2S+1: 1
Maximum force in eV Å⁻¹: 3.41

***

Record 2
Molecular formula: C42H47F6O2PSi2
Method: DFT, ωB97M-V with the def2-TZVPD basis set

```
100
Properties=species:S:1:pos:R:3:mulliken_charge:R:1
H -6.3792 -2.9571 -2.5257 0.257
H -6.9849 0.6623 -3.2143 0.329
H -0.3582 -0.5371 8.0985 0.371
F 1.3084 -1.0665 -0.2719 -0.319
O -4.2951 -4.0786 -4.2052 -0.390
O -3.3328 -1.1613 -3.3416 -0.293
H -0.3190 3.2472 -2.1351 0.442
C -5.2459 1.4794 0.1803 -0.940
C -3.0811 1.8580 6.7144 -0.511
H -0.8095 0.4760 3.3976 0.381
H -3.1684 -1.3534 -0.7538 -0.171
C 2.3030 -1.2576 1.8578 -0.022
C -2.8364 -3.9922 -4.3737 -0.361
H -1.9662 0.4839 -1.6642 -0.272
C -0.9387 -2.7247 -2.1130 0.516
H -2.7256 7.5896 -2.2575 0.354
H 2.9753 5.1971 -0.5494 0.373
C 0.0642 -0.0054 2.9650 -0.587
H 0.3365 -5.3615 -0.9586 0.257
H -1.1856 -1.7698 -4.6667 -0.209
H -1.4913 -1.0415 5.9319 0.525
H 6.6394 2.9835 -0.0873 0.089
F 0.8003 5.1795 -0.8119 -0.188
C -6.4117 0.0606 -2.3580 -0.673
H -7.1537 -0.2952 -1.5243 0.285
H -2.2386 -4.9420 -4.0413 0.139
F -3.3206 0.4434 4.8427 -0.318
H 2.9248 0.8918 -0.5019 0.543
H 2.0854 -4.7486 -1.6380 0.329
C 10.0590 1.4823 0.2199 0.261
H -6.4301 1.4560 0.3188 0.312
H 5.4440 5.1656 -0.2750 0.359
C 2.2423 -1.0289 3.2324 -0.542
H -3.6589 5.6231 -3.4544 0.379
Si -2.0703 -2.3468 -3.6225 0.278
C -0.8578 4.1886 -2.1647 -0.309
F 5.4917 0.6576 -0.1961 -0.346
H 8.0145 1.7721 0.8020 0.500
H -0.9968 1.4934 9.3772 0.360
C -1.4830 1.2746 8.4289 -0.463
C 0.2408 -3.7779 -2.6585 -0.633
H -0.3231 -1.7833 -1.7140 -0.050
C -4.0696 -6.0452 -2.2497 -0.317
H 12.0151 1.0282 -0.5352 0.403
H -2.7429 3.0241 8.4947 0.354
C -2.7220 0.7140 6.0103 0.230
C -5.8252 -5.7816 0.0535 -0.381
C -1.7512 -0.1535 6.4987 -0.205
C -1.1240 0.1306 7.7118 -0.401
C 10.9518 0.8311 -0.6242 -0.443
C -1.0118 6.5154 -1.5141 -0.544
C -6.4605 -4.4197 -0.6041 -0.370
C 0.1302 -0.2242 1.5892 -0.397
Si -3.1617 -0.3382 -1.8006 0.878
H -0.5962 7.3616 -0.9771 0.408
C -2.7265 5.5310 -2.9014 -0.692
H -3.8379 2.5218 6.3096 0.398
H 1.7063 3.0653 -0.6551 0.307
C 2.7869 3.0497 -0.5370 -0.361
F -1.6263 -3.4673 -1.0034 -0.370
H -0.6781 0.0882 0.9363 0.536
P -4.9039 1.0622 -1.6529 0.167
C 4.8890 4.2316 -0.3187 -0.834
C -4.6564 -6.5671 -0.8078 -0.374
C 5.5629 3.0147 -0.2182 0.077
C 9.0930 -0.2971 -1.6774 -0.635
C -4.6798 -4.6786 -2.9188 0.437
H -0.1726 -4.5847 -3.3983 0.290
C 3.5022 4.2482 -0.4752 -0.304
H 3.0657 -1.3359 3.8725 0.391
F 10.5252 2.3417 1.1358 -0.308
H 1.0640 -3.5941 -0.5328 0.035
H 11.1576 -0.5878 -2.2339 0.359
C -2.4622 2.1365 7.9328 -0.337
H 0.9905 -3.1003 -3.2883 0.323
H 3.1623 -1.7480 1.4122 0.472
C 10.4673 -0.0677 -1.5745 -0.339
C -2.2042 6.6359 -2.2273 -0.384
H -6.2589 -6.1342 1.0876 0.295
C -0.3481 5.2938 -1.4921 0.566
C -2.0562 4.3057 -2.8688 -0.413
H -4.7125 0.7043 0.8935 0.253
C -5.8910 -3.9209 -2.0610 -0.120
H -2.6480 -3.8864 -5.5478 0.299
H -4.2444 -7.5704 -0.3146 0.250
C 3.4626 1.8327 -0.4477 -0.416
H -4.9148 2.5960 0.3716 0.272
C 1.2475 -0.8511 1.0489 0.062
H -5.9148 -0.8642 -2.9229 -0.064
C 4.8438 1.8266 -0.2868 0.363
H -2.4671 3.4455 -3.3915 0.387
H -3.2331 -6.6439 -2.8258 0.247
H 7.1351 0.1882 -0.9137 0.506
C 8.6903 1.2554 0.1285 -0.468
H -7.3143 -3.8307 -0.0190 0.269
C 1.1208 -0.4053 3.7847 -0.403
C 0.9872 -4.4570 -1.3501 -0.701
C 8.2046 0.3653 -0.8290 -0.133
H 1.0719 -0.2311 4.8574 0.443
H 8.7152 -0.9948 -2.4217 0.393
```

Charge: 0
E in eV: -89750.406
Orbital gap in eV: 8.4
2S+1: 1
Maximum force in eV Å⁻¹: 4.85

***

Record 3
Molecular formula: C42H47InN4O6Si4
Method: DFT, ωB97M-V with the def2-TZVPD basis set

```
104
Properties=species:S:1:pos:R:3:mulliken_charge:R:1
H -3.2140 -3.0100 2.5464 0.398
H 5.3235 5.5357 -1.0087 0.428
C -2.1641 -0.0944 2.5575 0.161
H -2.5018 4.2310 -3.0259 0.309
O 1.8311 0.3239 3.1330 -0.520
C 4.0706 3.8351 -0.6576 -0.436
H -0.7165 -1.9887 -2.0484 -0.155
H -2.5894 2.8021 -4.0465 0.294
H -4.4870 -2.9442 -2.6893 0.447
N 1.3404 -2.3283 1.9285 1.101
C 1.1592 0.3713 4.2051 0.040
C 6.1048 5.0464 -3.5097 0.071
C 6.5987 -3.2137 0.8500 -0.806
C -4.2019 -2.2350 -1.9088 -0.980
O 0.9122 -1.4701 -0.5428 -0.485
C 0.8865 -2.9100 3.0978 0.111
H -3.2682 4.0445 0.4225 0.257
C 4.7429 3.0283 -3.2342 -0.797
C -0.4654 3.6445 -0.7888 -1.147
Si -4.5394 2.0954 -0.4871 1.409
H 3.8067 4.1266 0.3494 0.529
C -6.0777 1.2011 0.1729 -1.274
Si -1.0735 2.3961 -2.0657 1.073
C 4.4008 -2.5162 0.0875 0.567
C -3.8451 3.2320 0.8625 -1.148
H -0.6378 -4.4899 6.3034 0.368
C 3.5396 2.6444 -1.1753 0.177
C -5.2452 3.2024 -1.8611 -1.337
H -1.1162 4.5210 -0.7815 0.394
H -1.1678 3.8368 -4.0962 0.371
C -2.4868 -3.4991 1.8918 -0.523
H -3.0286 0.4203 -4.6721 0.271
Si -2.9535 -0.9943 -2.5904 1.017
H -5.8756 0.1578 0.3862 0.226
C -2.6741 -0.1011 1.2429 -0.403
O -1.8136 0.3497 0.2737 -0.093
N 6.7865 5.7191 -4.1544 -0.599
H 1.7888 -3.9980 6.1825 0.329
H -0.4423 3.2273 0.2147 0.223
H 1.1170 2.2049 -3.2211 0.410
H 2.0946 -1.2435 -2.7351 0.387
H 0.7868 0.7463 -2.2794 -0.647
H 6.7021 -2.3845 -2.4308 0.345
H 8.1800 -3.1864 -0.6296 0.362
H -3.1822 2.6927 1.5369 0.163
N 2.5929 -2.6400 1.6064 -0.928
C 5.2523 4.2231 -2.7132 0.600
C -3.0285 -0.3200 3.6603 -1.077
C -0.2062 -4.0628 5.4062 -0.676
C 4.9142 4.6189 -1.4144 -0.696
C 5.2732 -2.9734 1.1009 -0.459
N -0.8174 0.1127 2.7732 0.255
O 1.5733 0.6159 5.3331 -0.829
C 1.8668 1.1897 0.2453 -1.838
H -2.0845 -3.9914 4.3734 0.384
H 4.8598 -3.1214 2.0876 0.425
C -1.1552 -0.0251 5.1304 -0.503
H -3.7726 -2.7845 -1.0740 0.015
H -4.6561 0.0125 -4.1487 0.285
C -1.3334 -1.8719 -2.9344 -0.703
C 1.6907 -3.2271 4.1917 -0.363
C -2.5337 -0.2784 4.9269 -0.560
H 3.5150 1.3150 -2.8548 0.523
H -6.0327 3.8217 -1.4290 0.391
C 1.1492 -3.7918 5.3352 -0.716
C -0.4881 -3.2200 3.1698 0.051
H 7.2452 -3.5567 1.6493 0.371
C 7.1293 -3.0032 -0.4359 -0.398
C 6.3088 -2.5583 -1.4355 -0.973
C -1.0262 -3.7830 4.3149 -0.512
C 2.6455 1.8540 -0.4043 0.408
H -4.0740 -0.5053 3.4556 0.466
H -4.6477 3.6669 1.4618 0.434
C 0.3380 1.4947 -2.9291 -0.121
O -1.2031 -2.9415 2.0298 0.032
H -6.4039 1.6751 1.1007 0.398
C -3.6427 -0.3727 -4.2509 -1.229
H 0.5496 3.9627 -1.0213 0.366
H -0.7372 -1.3219 -3.6594 0.263
Si -2.6354 0.8574 -1.1705 -0.542
H -1.5314 -2.8678 -3.3434 0.491
H -3.1876 -0.4486 5.7750 0.401
H -0.0302 0.9991 -3.8278 0.370
C 2.1851 -1.7665 -0.6809 0.524
O -3.8241 -0.4239 0.8984 -0.629
C 4.9378 -2.3068 -1.2050 1.119
C 4.0794 -1.8541 -2.2347 -1.176
C 3.0068 -2.2701 0.3686 -0.491
H -2.4704 -4.5752 2.1018 0.543
C -1.9228 3.4093 -3.4363 -1.437
H -5.6944 2.6067 -2.6537 0.275
C 2.7650 -1.5994 -1.9611 -0.382
C 3.9000 2.2504 -2.4717 -0.115
H 4.4818 -1.7001 -3.2300 0.318
C -0.3480 0.1363 4.0358 0.534
H -2.7829 -3.3293 0.8576 -0.664
H -3.6661 -1.1918 -4.9701 0.408
H 5.0203 2.7175 -4.2334 0.434
H -5.0948 -1.7396 -1.5339 0.268
H -0.7045 0.0224 6.1083 0.527
In 0.7187 -0.3060 1.2898 2.213
H -6.8943 1.2694 -0.5475 0.333
H 2.7405 -2.9885 4.1254 0.443
H -4.5142 3.8575 -2.3137 0.269
```

Charge: -2
E in eV: -99251.145
Relative energy (zero: lowest compared OMol25 entry of this formula, charge and spin) in kcal per mole: 2.0
Orbital gap (spin up / spin down) in eV: 4.4 / 4.9
2S+1: 1
Maximum force in eV Å⁻¹: 0.65